*P*
This record from the OMol25 dataset describes the ion C11H13N4 with charge +1. The level of theory is wB97M-V/def2-TZVPD.

Net charge = +1
Orbital gap = 7.28 eV

```
28
Properties=species:S:1:pos:R:3:mulliken_charge:R:1
C -2.1029 -1.9193 -1.9140 0.16
C 3.3320 -0.7356 0.3125 -0.77
C 3.1863 0.3035 1.2263 -0.39
C 2.2458 -1.4295 -0.0257 -0.76
C 1.9807 0.8482 1.5268 -0.98
C 0.7833 -1.0355 0.1356 0.36
C 0.8557 0.4334 0.8136 0.97
C -1.8964 0.1982 -0.7614 0.79
C 0.1281 -1.2286 -1.3595 -0.96
C -0.3351 1.1498 0.8214 0.36
C -3.2860 0.4337 -1.2909 -1.41
N -2.6764 -2.8409 -2.3038 -0.40
N -1.4477 1.0312 0.0974 -0.42
N -1.2854 -0.9019 -1.2649 0.08
N -0.6821 2.3172 1.8395 -0.31
H 4.3211 -0.9675 0.0303 0.47
H 4.0691 0.6529 1.8363 0.33
H 2.4365 -2.3146 -0.5484 0.47
H 1.9069 1.5401 2.3590 0.08
H 0.2208 -1.8953 0.5649 0.23
H 0.4970 -2.2061 -1.8056 0.49
H 0.6224 -0.5528 -2.1028 0.34
H -3.1789 0.6451 -2.3791 0.37
H -3.8873 1.3598 -0.8992 0.27
H -3.8386 -0.4533 -1.2751 0.42
H -0.4042 3.2863 1.3906 0.41
H 0.0086 2.1717 2.6573 0.40
H -1.5731 2.1097 2.3189 0.37
```


*Q*
This record from the OMol25 dataset describes a cluster of 2 separate species, C11H13N4 in total. The level of theory is wB97M-V/def2-TZVPD.

Net charge = +1
Orbital gap (alpha / beta) = 7.38 / 6.83 eV

```
28
Properties=species:S:1:pos:R:3:mulliken_charge:R:1
C 3.4057 1.6645 -0.3311 -0.50
C 3.4178 0.2425 -0.2686 -0.70
C 2.2406 2.3757 0.1575 -0.49
C 2.3138 -0.4937 0.1751 -0.43
C 1.1461 1.6447 0.6513 -0.09
C -4.5648 0.5606 0.2820 -0.52
C -3.7899 -0.0202 -0.6342 -0.15
C -2.5914 0.9326 0.9831 -0.14
C 1.1998 0.2575 0.6445 0.78
C -1.4100 -0.2811 -0.7306 0.59
C 0.0300 -1.6637 1.3645 -0.91
N -3.8172 1.1266 1.2640 -0.49
N -2.4862 0.1890 -0.2362 0.06
N 0.0277 -0.3305 1.0393 0.00
N -1.1499 -0.7724 -1.9300 -0.33
H 4.3263 2.1278 -0.6092 0.43
H 4.1524 -0.2488 -0.9313 0.32
H 2.2326 3.5487 0.2955 0.28
H 2.2488 -1.4753 0.0450 0.44
H 0.3039 2.0256 1.2388 0.29
H -5.5809 0.5517 0.1053 0.44
H -3.9259 -0.6840 -1.5770 0.28
H -1.8646 1.3550 1.5169 0.44
H -1.0511 -2.1619 1.4886 0.27
H 0.7357 -2.3605 0.6993 0.27
H 0.4842 -1.8061 2.3684 0.41
H -1.7541 -1.0323 -2.6854 0.19
H -0.1684 -0.9141 -2.2652 0.28
```


Which one sits at the bottom of the stability order? *Q* does.


*P*
This record from the OMol25 dataset describes the ion C4H8ClN2O with charge +1. The level of theory is wB97M-V/def2-TZVPD.

Net charge = +1
Orbital gap = 10.45 eV

```
16
Properties=species:S:1:pos:R:3:mulliken_charge:R:1
C 1.4010 -0.2052 0.4664 0.97
C 2.7985 0.3896 0.4628 0.00
C 0.3995 1.4748 -0.9823 -0.93
C -0.8293 -0.5986 -0.3530 -1.00
N 0.3634 0.2058 -0.2813 0.10
N 1.3443 -1.3438 1.1679 -0.36
O 3.2742 0.9015 1.4096 -0.32
Cl 3.7036 0.0734 -0.9221 -0.04
H -0.0228 1.2830 -2.0324 0.35
H -0.3782 2.1712 -0.5253 0.32
H 1.4090 1.7931 -1.1270 0.37
H -1.5574 -0.3531 -1.0949 0.34
H -0.4595 -1.7661 -0.5358 0.33
H -1.2892 -0.5725 0.6324 0.37
H 2.2104 -1.8057 1.4632 0.26
H 0.5455 -1.7590 1.6116 0.24
```


*Q*
This record from the OMol25 dataset describes the ion C4H8ClN2O with charge +1. The level of theory is wB97M-V/def2-TZVPD.

Net charge = +1
Orbital gap = 9.21 eV

```
16
Properties=species:S:1:pos:R:3:mulliken_charge:R:1
C -2.0256 0.4155 -0.1188 0.38
C -0.4897 -0.6597 -0.2378 0.66
C 1.8849 -1.2080 0.0025 -0.97
C 1.1144 0.7201 1.0541 -0.96
N 0.7197 -0.4239 0.3166 0.06
N -2.3428 0.9759 -1.2466 -0.28
O -0.8706 -1.5359 -0.9233 -0.42
Cl -3.1411 0.2731 1.0170 -0.04
H 1.8035 -1.5915 -1.0107 0.39
H 2.8103 -0.5434 -0.0579 0.35
H 2.0982 -2.0951 0.7151 0.27
H 0.1801 1.3210 1.3998 0.26
H 1.7321 0.5401 1.9166 0.38
H 1.7359 1.3307 0.4119 0.40
H -1.7943 1.3919 -1.9909 0.27
H -3.4150 1.0890 -1.2473 0.26
```


Which one sits at the bottom of the stability order? *Q* does.


*P*
This record from the OMol25 dataset describes a cluster of 2 separate species, C5H12N2S in total. The level of theory is wB97M-V/def2-TZVPD.

Orbital gap = 9.10 eV

```
20
Properties=species:S:1:pos:R:3:mulliken_charge:R:1
C -3.5081 -0.4884 2.2867 -0.57
C -2.4242 -0.2952 1.5021 -0.06
C 3.7311 0.2408 -1.4712 -0.96
C 2.6187 -0.6629 -0.9645 0.06
C 2.0587 -0.5996 0.2465 -0.94
N -1.1958 0.0149 -0.9266 -0.64
N -3.4671 1.5017 -0.1132 -0.60
S -2.0519 1.0729 0.3611 0.33
H -3.4018 -1.2346 3.0194 0.28
H -4.3779 0.1957 2.3108 0.31
H -1.7098 -1.1811 1.5180 0.16
H 4.6462 -0.3813 -1.7874 0.25
H 3.2782 0.6312 -2.3638 0.24
H 3.9434 0.8941 -0.7041 0.37
H -0.3482 -0.3602 -0.5487 0.24
H 2.3250 -1.3225 -1.7641 0.34
H 2.7264 0.0287 0.9555 0.08
H 1.2716 -1.1054 0.6234 0.57
H -0.7139 0.6189 -1.6320 0.30
H -3.4007 2.4322 -0.5479 0.23
```


*Q*
This record from the OMol25 dataset describes the molecule C5H12N2S. The level of theory is wB97M-V/def2-TZVPD.

Orbital gap = 9.98 eV

```
20
Properties=species:S:1:pos:R:3:mulliken_charge:R:1
C -1.2975 0.5842 -1.5617 -1.73
C -0.3444 0.2870 -0.4358 1.60
C -0.8806 -0.6822 0.6249 -0.59
C 1.1209 0.3636 -0.6801 -0.35
C 2.1488 -0.5369 -0.0165 -0.97
H -0.8460 1.2471 -2.3076 0.43
H -1.5771 -0.2636 -2.0818 0.40
H -2.1892 1.0404 -1.1893 0.35
H -0.0852 -0.9794 1.2927 0.04
H -1.1369 -1.6407 0.0968 0.33
H -1.9521 0.7225 1.6590 0.29
H -2.8947 -0.0860 0.6644 0.30
H 0.6431 1.4641 1.0066 0.33
H 1.4437 0.6232 -1.7004 0.34
H 1.9184 -1.5997 -0.0839 0.37
H 3.1365 -0.4538 -0.5274 0.37
H 1.7955 -1.0852 2.2506 0.12
N -2.0835 -0.2508 1.2912 -0.63
N 0.4523 1.4415 0.0034 -0.79
S 2.6277 -0.1952 1.6949 -0.20
```


*R*
This record from the OMol25 dataset describes the molecule C5H12N2S. The level of theory is wB97M-V/def2-TZVPD.

Orbital gap = 8.52 eV

```
20
Properties=species:S:1:pos:R:3:mulliken_charge:R:1
C -1.8051 1.1296 -0.4591 -1.10
C -1.2660 -0.0491 -0.1334 1.23
C -1.7014 -1.3329 -0.7717 -1.30
C 1.8007 1.4245 -0.8484 -0.89
C -0.2204 -0.1584 0.8534 -1.27
N 2.9115 -0.5499 0.8950 -0.72
N 1.7976 -1.1350 -1.3554 -0.74
S 1.7906 -0.2544 -0.1072 0.91
H -1.4900 2.0472 0.0093 0.31
H -2.5958 1.2066 -1.1840 0.28
H -1.9003 -2.0838 -0.0081 0.34
H -2.5989 -1.1903 -1.3667 0.37
H -0.9036 -1.7086 -1.4121 0.30
H 2.6186 1.4628 -1.5576 0.35
H 0.8507 1.5384 -1.3546 0.29
H 1.9222 2.1628 -0.0650 0.33
H -0.1637 -1.0948 1.3908 0.39
H -0.0588 0.7044 1.4861 0.47
H 2.9232 0.0270 1.7185 0.23
H 2.0754 -2.0891 -1.1959 0.23
```


Which one sits at the bottom of the stability order? *P* does.


*P*
This record from the OMol25 dataset describes a cluster of 2 separate species, C4H13N3O in total. The level of theory is wB97M-V/def2-TZVPD.

Net charge = +2
Orbital gap = 9.48 eV

```
21
Properties=species:S:1:pos:R:3:mulliken_charge:R:1
C -0.1333 -0.6881 1.2948 0.68
C 0.2138 0.4221 0.3424 0.02
C -1.8370 -1.5468 2.8792 -0.91
C 0.4958 1.1519 -2.9970 -0.84
N 0.5422 -1.8411 1.2030 -0.32
N -1.2119 -0.5693 2.0672 -0.14
N 1.5171 1.9120 -2.2886 -0.02
O 1.3020 0.3748 -0.1641 -0.59
H -1.7869 -2.6071 2.4998 0.40
H -1.6506 -1.3447 3.9482 0.34
H -2.9171 -1.4924 2.6723 0.33
H 0.8778 0.2581 -3.4546 0.37
H -0.2835 0.9530 -2.2902 0.25
H 0.0879 1.6161 -3.8343 0.40
H 1.3880 -1.9701 0.6843 0.24
H 0.3118 -2.4219 1.9527 0.24
H 2.3407 2.1704 -2.8569 0.38
H -1.5051 0.3927 2.0511 0.23
H 1.0899 2.7350 -2.1451 0.31
H -0.5536 1.1432 -0.0162 0.39
H 1.7121 1.3524 -1.5480 0.26
```


*Q*
This record from the OMol25 dataset describes the ion C4H13N3O with charge +2. The level of theory is wB97M-V/def2-TZVPD.

Net charge = +2
Orbital gap = 11.63 eV

```
21
Properties=species:S:1:pos:R:3:mulliken_charge:R:1
C 2.0913 0.1382 -0.2738 0.09
C 0.9298 1.9604 0.4583 -1.12
C -2.6942 -0.5809 -0.4137 -0.85
C -0.3123 -0.4031 0.5933 -0.08
N 0.9368 0.6150 0.0675 -0.05
N 2.2947 -1.1426 -0.4694 -0.20
N -1.3322 -0.1011 -0.5940 -0.22
O -0.1126 -1.7181 0.7298 -0.56
H 2.9400 0.7968 -0.5588 0.39
H 1.2721 2.5937 -0.3674 0.44
H -0.0741 2.5507 0.5866 0.35
H 1.4023 2.1007 1.4221 0.40
H -3.3353 0.1547 -0.9208 0.39
H -2.8240 -1.5481 -0.8598 0.35
H -3.0297 -0.5690 0.6271 0.34
H -0.5441 0.1661 1.4494 0.61
H 3.1968 -1.4529 -0.7107 0.25
H 1.6034 -1.7750 -0.1317 0.18
H -1.2468 0.9496 -0.8553 0.46
H -0.8716 -0.6093 -1.4047 0.40
H -0.2905 -2.1258 1.6262 0.42
```


Which one sits at the bottom of the stability order? *Q* does.


*P*
This record from the OMol25 dataset describes the ion C8H13N2O with charge +1. The level of theory is wB97M-V/def2-TZVPD.

Net charge = +1
Orbital gap (alpha / beta) = 8.59 / 8.58 eV

```
24
Properties=species:S:1:pos:R:3:mulliken_charge:R:1
C 3.1118 1.0662 -0.0290 -0.83
C 1.7717 0.7844 -0.0150 0.74
C 1.7748 -0.6217 0.0256 0.13
C 0.4727 1.5142 -0.0657 -0.81
C -0.5976 0.5702 0.5276 -0.46
C -0.5915 -0.8479 0.0147 0.98
C -0.9107 -1.0834 -1.4246 -1.59
C -0.9185 -1.9368 0.9772 -1.54
N 2.9499 -1.1433 0.0348 -0.48
N -1.9643 1.2059 0.2447 -0.22
O 3.8011 -0.0821 0.0023 -0.13
H 3.6785 1.9771 -0.0615 0.45
H 0.5193 2.4447 0.5032 0.51
H 0.2376 1.7563 -1.1070 0.32
H -0.4763 0.5514 1.6147 0.37
H -1.9925 -1.1515 -1.5783 0.46
H -0.4979 -2.0380 -1.7425 0.41
H -0.5088 -0.3139 -2.0783 0.36
H -2.0008 -2.0946 1.0278 0.41
H -0.5529 -1.7191 1.9772 0.40
H -0.4795 -2.8760 0.6515 0.39
H -2.7084 0.6781 0.7166 0.38
H -2.1254 1.1754 -0.7723 0.39
H -1.9925 2.1845 0.5563 0.38
```


*Q*
This record from the OMol25 dataset describes a cluster of 2 separate species, C8H13N2O in total. The level of theory is wB97M-V/def2-TZVPD.

Net charge = +1
Orbital gap = 8.45 eV

```
24
Properties=species:S:1:pos:R:3:mulliken_charge:R:1
C 1.1719 -0.4004 -2.2410 -0.03
C 0.4255 -0.2809 -0.2635 0.87
C 1.8793 -0.2584 -0.1893 0.11
C -0.4862 -0.1982 0.7550 -0.54
C 2.7106 -0.1863 0.8357 -0.17
C 4.2037 -0.3677 0.6243 -1.30
C -3.2488 0.1925 1.3578 -0.93
C -2.5257 0.8030 -0.9293 -0.80
N 0.1065 -0.3983 -1.5713 -0.45
N -2.4088 -0.1682 0.1948 -0.34
O 2.2911 -0.2497 -1.5546 -0.36
H 1.2205 -0.3528 -3.2710 0.50
H -0.8328 0.1536 1.6616 0.47
H 2.4221 -0.3055 1.8682 0.37
H 4.6865 -0.6799 1.4968 0.40
H 4.4863 0.6765 0.6555 0.37
H 4.4639 -0.7916 -0.3037 0.35
H -2.6836 1.0883 1.6948 0.39
H -4.2758 0.2757 0.9819 0.33
H -3.1665 -0.5759 2.0786 0.36
H -2.4254 1.8511 -0.5303 0.34
H -1.8892 0.5862 -1.7860 0.31
H -3.5295 0.7478 -1.3736 0.38
H -2.5956 -1.1605 -0.1913 0.35
```


Which one sits at the bottom of the stability order? *P* does.